Record 1
# C18H41BrF3N4O3

A cluster of 3 separate species, C18H41BrF3N4O3 in total in a non-equilibrium geometry (the ωB97M-V functional and the def2-TZVPD basis, OMol25).

```
70
Properties=species:S:1:pos:R:3:forces:R:3:nbo_charge:R:1
C -2.60679 0.52786 4.03721 -1.155 0.256 -0.360 -0.63
C -4.03352 -0.28204 4.03606 -0.424 0.797 -0.079 -0.43
C -4.24338 -1.24887 2.68756 -0.094 0.500 1.387 0.19
C -5.89498 -1.49415 2.60675 -0.997 0.621 0.883 0.97
F -6.44027 -1.67985 3.99851 1.597 0.403 -4.770 -0.34
F -6.27011 -2.70732 1.84449 0.813 4.019 2.133 -0.34
F -6.48387 -0.23442 2.07440 1.491 -4.711 1.493 -0.32
C -3.47647 -2.65736 3.02641 -1.119 -0.152 0.979 -0.29
N -2.43877 -3.06796 1.96679 -0.792 0.089 -0.161 -0.46
Br -2.28981 -4.96349 2.16066 0.771 -0.017 0.161 0.34
C -2.93800 -2.84058 0.53678 -0.940 -0.860 -2.507 -0.11
C -1.77127 -3.17203 -0.59152 -0.275 0.283 -0.599 -0.45
C -0.47618 -2.14661 -0.51996 -0.322 -0.591 -0.660 -0.45
C 0.98361 -2.91143 -0.61952 1.262 1.002 0.126 -0.23
N 0.99661 -4.12200 -1.52653 0.030 -0.308 1.519 -0.87
C -3.67990 -1.39237 0.31296 -1.268 -0.389 -0.968 -0.11
O -3.73054 -0.53562 1.50766 -0.123 -2.368 0.585 -0.51
H -2.59161 1.21217 3.07542 0.334 -1.640 2.155 0.26
H -2.57691 1.23935 4.98696 -0.001 -1.744 -1.973 0.25
H -1.72260 -0.23854 4.05185 -1.484 1.686 -0.088 0.20
H -4.11734 -0.90993 5.03348 -0.058 1.018 -2.274 0.23
H -4.94170 0.48118 4.01187 2.049 -1.553 0.165 0.25
H -2.92627 -2.53960 4.05246 -0.952 -0.321 -2.096 0.27
H -4.21769 -3.59071 3.09368 1.468 2.407 -0.122 0.28
H -1.49422 -2.64944 2.14371 -0.928 -0.265 -0.263 0.46
H -3.77864 -3.67075 0.36724 1.821 1.852 0.650 0.26
H -2.28973 -2.99750 -1.64968 0.935 -0.497 2.418 0.26
H -1.46275 -4.31756 -0.58572 -0.656 2.527 0.181 0.25
H -0.57316 -1.53073 0.48117 0.498 -0.872 -2.053 0.18
H -0.55033 -1.44810 -1.48317 0.121 -1.283 2.422 0.25
H 1.73948 -2.12580 -1.09729 -1.677 -1.575 1.163 0.22
H 1.42603 -3.16485 0.45304 -1.108 0.569 -2.031 0.18
H 1.87817 -4.20959 -2.08030 -1.097 0.237 0.933 0.39
H 0.88869 -4.99582 -0.93080 0.374 1.502 -1.250 0.36
H -4.81384 -1.60431 0.00881 2.498 0.219 0.537 0.22
H -3.20534 -0.84830 -0.63182 -0.747 -0.809 2.548 0.25
C 1.70450 1.65411 2.58566 0.158 -0.103 0.243 -0.62
C 0.88462 0.99559 1.47845 0.041 0.605 -0.101 -0.08
C 1.31461 1.41754 0.05483 -0.235 0.055 -0.118 -0.08
O 0.87868 2.72457 -0.33090 0.343 -0.641 0.187 -0.55
C 1.68513 3.78176 0.16608 -0.259 0.286 -0.153 -0.25
N -0.54151 1.26915 1.71426 0.086 -0.062 -0.439 -0.84
H 1.41767 2.69464 2.76219 -0.005 -0.152 -0.126 0.21
H 1.56091 1.12225 3.53277 -0.024 0.083 -0.156 0.22
H 2.77343 1.62944 2.34984 -0.124 0.022 0.025 0.21
H 1.04367 -0.08665 1.56103 -0.011 0.008 -0.136 0.17
H 0.84438 0.73000 -0.65847 -0.048 0.126 0.008 0.18
H 2.39739 1.31352 -0.08689 0.015 0.103 0.096 0.18
H 2.74266 3.50647 0.21885 -0.052 -0.059 0.059 0.17
H 1.32203 4.09951 1.14465 0.222 0.056 0.090 0.17
H 1.58255 4.63375 -0.51342 -0.014 -0.202 0.023 0.20
H -1.09155 0.74402 1.03226 0.029 0.095 0.112 0.34
H -0.70962 2.24670 1.45765 0.068 -0.241 0.141 0.37
C 4.87875 3.52008 -4.80516 0.109 0.213 -0.201 -0.62
C 5.21972 2.09122 -4.38816 -0.332 0.162 0.260 -0.08
C 4.02007 1.11961 -4.46826 0.228 -0.176 0.170 -0.08
O 3.07528 1.25843 -3.40277 0.109 -0.052 -0.516 -0.56
C 2.15267 2.32376 -3.57269 -0.119 -0.133 0.366 -0.25
N 5.80497 2.11521 -3.03865 -0.249 -0.396 0.067 -0.82
H 4.33082 4.06661 -4.03236 0.046 -0.155 -0.049 0.20
H 5.79500 4.08733 -5.00317 -0.140 -0.144 0.086 0.23
H 4.27847 3.52885 -5.72081 0.043 0.008 0.094 0.21
H 5.98348 1.72632 -5.08593 -0.115 -0.096 0.112 0.19
H 4.40677 0.09681 -4.38487 -0.064 0.112 0.116 0.18
H 3.51711 1.17916 -5.44129 -0.059 0.167 0.042 0.17
H 1.88169 2.47370 -4.62199 0.123 0.029 0.006 0.17
H 2.56037 3.24176 -3.14670 -0.107 0.159 -0.161 0.17
H 1.24508 2.07797 -3.01234 0.155 -0.020 -0.056 0.19
H 6.12452 1.17359 -2.80483 0.085 0.237 -0.063 0.35
H 5.03907 2.28033 -2.37845 0.256 0.071 -0.216 0.35
```
Forces are in eV/Å.

Results
HOMO-LUMO gap: 5.7 eV
lowest unoccupied orbital energy: -0.18692 Eh
E: -4028.26599 a.u.
multiplicity: 1
charge: +1
energy relative to the best compared isomer or geometry (same formula, charge and spin): 134.3 kcal/mol

Record 2
# C2H3F3O2

A cluster of 2 separate species, C2H3F3O2 in total in a non-equilibrium geometry (the ωB97M-V functional and the def2-TZVPD basis, OMol25).

```
10
Properties=species:S:1:pos:R:3:forces:R:3:nbo_charge:R:1
C 0.23643 -1.23205 -0.03236 -2.428 0.919 -0.905 -0.05
C 0.39981 0.14797 0.64139 -5.561 0.460 1.449 0.90
O -0.88349 1.39184 -1.15266 0.154 -1.499 -3.967 -0.50
O -1.23965 1.01056 0.08454 3.364 -1.292 2.805 -0.34
F 1.41402 -1.87316 0.10838 0.779 -0.645 -0.345 -0.34
F 0.14327 0.15686 1.94388 0.058 -0.554 0.041 -0.31
F 1.35598 0.96320 0.45369 0.956 0.247 -1.471 -0.26
H -0.63634 -1.90062 0.43143 1.889 1.953 -0.692 0.22
H -0.06616 -0.97353 -1.12482 0.868 -0.756 1.631 0.22
H -0.72386 2.30894 -1.35348 -0.080 1.167 1.454 0.46
```
Forces are in eV/Å.

Results
HOMO-LUMO gap: 10.3 eV
lowest unoccupied orbital energy: 0.02666 Eh
E: -527.89620 a.u.
multiplicity: 1
energy relative to the best compared isomer or geometry (same formula, charge and spin): 119.0 kcal/mol